No. 1
{"formula": "C3H9N2S2", "method": "wB97M-V/def2-TZVPD", "relative_energy_kcal_mol": 94.9, "charge": 1, "e_homo_ev": [-11.54, -11.55], "elements": ["C", "C", "C", "N", "N", "S", "S", "H", "H", "H", "H", "H", "H", "H", "H", "H"], "positions_angstrom": [[2.81689, 0.38933, -0.45162], [2.04649, 1.37590, 0.30846], [-0.05414, -0.63728, 0.23848], [-1.03230, -1.42333, 0.46019], [-3.34006, -0.32955, -0.04469], [2.99357, -1.36008, 0.14306], [0.26681, 0.92460, -0.02203], [2.22281, 0.27685, -1.39008], [3.84716, 0.79627, -0.52076], [2.49399, 1.52276, 1.27197], [1.97428, 2.26783, -0.18074], [-2.46416, -0.77298, 0.33653], [-0.90539, -2.42465, 0.56290], [-3.84989, 0.02073, 0.67750], [-3.96713, -1.00445, -0.55810], [-3.04893, 0.37805, -0.83107]], "forces_ev_per_angstrom": [[0.309, -2.151, -1.467], [-0.190, -2.369, 1.169], [0.339, -3.265, 1.234], [1.851, 1.571, -0.319], [0.363, -0.294, -5.563], [-2.011, 1.936, 0.099], [-0.623, 1.589, 0.417], [1.533, 0.217, -0.045], [-0.406, -0.312, -0.453], [-0.931, -0.071, 1.143], [0.234, 2.641, -1.428], [0.827, -0.782, -0.115], [0.464, 0.018, -0.188], [-1.942, 2.014, 2.456], [0.978, 0.454, 0.786], [-0.797, -1.197, 2.276]]}


No. 2
{"formula": "C46H138O42", "method": "wB97M-V/def2-TZVPD", "e_homo_ev": -9.31, "elements": ["C", "C", "O", "O", "H", "H", "H", "H", "H", "H", "C", "C", "O", "O", "H", "H", "H", "H", "H", "H", "C", "C", "O", "O", "H", "H", "H", "H", "H", "H", "C", "C", "O", "O", "H", "H", "H", "H", "H", "H", "C", "C", "O", "O", "H", "H", "H", "H", "H", "H", "C", "C", "O", "O", "H", "H", "H", "H", "H", "H", "C", "C", "O", "O", "H", "H", "H", "H", "H", "H", "C", "C", "O", "O", "H", "H", "H", "H", "H", "H", "C", "C", "O", "O", "H", "H", "H", "H", "H", "H", "C", "C", "O", "O", "H", "H", "H", "H", "H", "H", "C", "C", "O", "O", "H", "H", "H", "H", "H", "H", "C", "C", "O", "O", "H", "H", "H", "H", "H", "H", "C", "C", "O", "O", "H", "H", "H", "H", "H", "H", "C", "C", "O", "O", "H", "H", "H", "H", "H", "H", "C", "C", "O", "O", "H", "H", "H", "H", "H", "H", "C", "C", "O", "O", "H", "H", "H", "H", "H", "H", "C", "C", "O", "O", "H", "H", "H", "H", "H", "H", "C", "C", "O", "O", "H", "H", "H", "H", "H", "H", "C", "C", "O", "O", "H", "H", "H", "H", "H", "H", "C", "C", "O", "H", "H", "H", "H", "H", "H", "C", "C", "O", "H", "H", "H", "H", "H", "H", "C", "C", "O", "H", "H", "H", "H", "H", "H", "C", "C", "O", "H", "H", "H", "H", "H", "H"], "positions_angstrom": [[-19.55562, 3.40458, 5.86399], [-18.93507, 4.38203, 4.82708], [-20.09167, 5.10430, 4.27758], [-20.40481, 4.16093, 6.67557], [-18.85169, 2.96794, 6.54453], [-20.09011, 2.59338, 5.36537], [-18.44390, 3.94157, 3.96805], [-18.25644, 5.06993, 5.26176], [-19.84330, 6.04852, 4.29501], [-20.77399, 4.81392, 6.06949], [-26.22401, 0.84737, 3.11357], [-24.78264, 0.64162, 2.75081], [-24.61636, -0.51759, 1.90699], [-26.97883, 1.25238, 2.00838], [-26.25573, 1.64869, 3.85542], [-26.61134, -0.02530, 3.59433], [-24.18933, 0.26063, 3.62942], [-24.45262, 1.62679, 2.29711], [-24.60918, -0.21107, 0.98687], [-26.69938, 0.79800, 1.18674], [-23.97239, 2.12601, 6.32762], [-23.71966, 3.48049, 7.06196], [-22.70066, 3.45078, 8.03361], [-22.86350, 1.64691, 5.64784], [-24.82524, 2.35512, 5.62811], [-24.38218, 1.33053, 6.94324], [-24.67729, 3.88072, 7.50214], [-23.41131, 4.09862, 6.20992], [-21.87316, 3.72020, 7.50170], [-22.10278, 1.51944, 6.23519], [-25.24509, 9.89947, 6.81671], [-25.04753, 8.96167, 5.61667], [-26.26704, 8.42767, 5.22131], [-25.75522, 11.18014, 6.36625], [-24.29855, 10.03395, 7.37625], [-25.92033, 9.37424, 7.49195], [-24.38028, 8.15560, 5.97754], [-24.60601, 9.51252, 4.76844], [-26.57563, 8.96380, 4.46796], [-26.60385, 10.97876, 5.95416], [-27.16461, 6.79735, -2.34760], [-28.13454, 7.96220, -1.93001], [-28.98760, 7.66988, -0.84123], [-26.42448, 7.18408, -3.50836], [-27.86980, 5.96852, -2.57246], [-26.48269, 6.33189, -1.48599], [-28.78185, 8.17693, -2.72685], [-27.50151, 8.83715, -1.68076], [-28.49917, 7.78051, -0.01272], [-26.31809, 8.14482, -3.40089], [-22.81818, 0.42631, -1.80983], [-24.17701, 1.11119, -1.59511], [-24.40881, 1.37546, -0.27473], [-21.76527, 1.23423, -1.37623], [-22.74435, 0.25312, -2.87074], [-22.84947, -0.47565, -1.22079], [-24.97558, 0.46626, -1.95054], [-24.19179, 2.04391, -2.20581], [-23.82349, 2.04206, 0.11558], [-21.89450, 1.41878, -0.41685], [-29.14604, 12.47360, 5.88305], [-29.25366, 12.14331, 7.35421], [-29.95851, 10.92957, 7.50185], [-28.37629, 11.47497, 5.16661], [-28.62044, 13.42195, 5.66890], [-30.15070, 12.51633, 5.43203], [-29.74041, 12.93639, 7.86449], [-28.18996, 12.02861, 7.67114], [-29.47238, 10.22228, 7.88513], [-29.00500, 10.71708, 5.26291], [-24.12373, 11.04563, -1.62539], [-23.67072, 9.67974, -2.07924], [-24.24511, 8.76747, -1.12529], [-23.06641, 11.99208, -1.51239], [-24.55059, 10.93466, -0.60798], [-24.91829, 11.54930, -2.20735], [-22.55273, 9.68359, -2.02916], [-23.89245, 9.40872, -3.08956], [-23.97592, 7.89939, -1.44809], [-22.52187, 11.66042, -0.81647], [-30.70614, 7.49025, 3.21002], [-30.30224, 8.89248, 3.54325], [-29.72573, 8.92745, 4.82029], [-29.56519, 6.63865, 3.51212], [-30.88985, 7.41343, 2.16823], [-31.65788, 7.12637, 3.69655], [-31.16683, 9.55190, 3.45696], [-29.51870, 9.20494, 2.87008], [-30.39845, 8.62305, 5.48583], [-29.21589, 6.95828, 4.35363], [-23.06240, 5.27874, -2.79432], [-22.95320, 4.53183, -1.48819], [-22.19997, 5.09335, -0.45683], [-23.74460, 6.52228, -2.50958], [-23.76256, 4.72407, -3.43316], [-22.18006, 5.49287, -3.38624], [-22.56723, 3.54231, -1.71948], [-24.01235, 4.29128, -1.19356], [-22.68409, 5.83865, 0.04141], [-24.52396, 6.71425, -3.09646], [-17.68612, 7.14037, 2.20313], [-18.55269, 6.38273, 1.20455], [-18.40899, 7.18310, 0.00998], [-18.26794, 8.43332, 2.25034], [-16.60940, 7.20134, 2.02996], [-17.74192, 6.75816, 3.22722], [-19.60930, 6.40391, 1.63578], [-18.22284, 5.35693, 1.07690], [-18.68195, 6.62260, -0.73692], [-18.29861, 8.67436, 1.31211], [-19.00319, 4.87768, -2.95807], [-18.70745, 3.49498, -2.30938], [-19.85061, 3.08770, -1.52662], [-19.73695, 5.75286, -2.14222], [-19.62216, 4.72152, -3.92980], [-18.07241, 5.33145, -3.24016], [-17.82767, 3.41791, -1.68759], [-18.63078, 2.81680, -3.16451], [-20.46715, 2.51910, -1.99566], [-20.37524, 5.19745, -1.71344], [-26.51548, 8.93181, 1.30892], [-26.90181, 10.28485, 1.90638], [-27.08639, 10.11856, 3.35332], [-27.57480, 8.02459, 1.38679], [-25.49355, 8.47609, 1.69657], [-26.41368, 9.07689, 0.22680], [-27.86559, 10.63570, 1.52192], [-26.15453, 11.01311, 1.56845], [-27.60172, 10.88402, 3.67968], [-27.44901, 7.39907, 2.16433], [-30.64957, 6.92371, 7.12017], [-29.18329, 7.19393, 7.55153], [-29.19647, 8.18459, 8.56665], [-31.31986, 8.10448, 6.76724], [-31.16806, 6.42292, 7.90026], [-30.63526, 6.21110, 6.30103], [-28.68633, 7.74931, 6.74173], [-28.67033, 6.32842, 7.91652], [-29.14764, 7.74941, 9.41480], [-31.20856, 8.80688, 7.38343], [-28.47437, 2.79184, 5.55528], [-28.24694, 3.27706, 6.99855], [-29.32946, 4.12140, 7.48254], [-28.14972, 3.87709, 4.75900], [-29.52414, 2.51279, 5.46881], [-27.84945, 1.90817, 5.40739], [-27.30373, 3.87172, 6.90668], [-28.08309, 2.47726, 7.69510], [-30.02057, 3.50901, 7.35929], [-28.29170, 3.66448, 3.80725], [-25.58331, 5.79408, 11.27336], [-25.20080, 6.54978, 10.01509], [-24.51598, 5.54430, 9.13626], [-24.35111, 5.60508, 12.10573], [-26.06601, 4.86360, 10.96865], [-26.23864, 6.40097, 11.86274], [-24.55731, 7.47632, 10.20855], [-25.98082, 6.87709, 9.30343], [-23.57012, 5.52323, 9.38597], [-23.93115, 4.73475, 11.88410], [-22.43963, 7.66134, 1.94840], [-21.63321, 8.86917, 1.50437], [-22.38311, 10.02020, 1.04777], [-23.26897, 7.09177, 0.90673], [-23.09602, 7.84864, 2.85435], [-21.87948, 6.83114, 2.28276], [-21.10924, 8.53648, 0.57218], [-20.89547, 9.19862, 2.28923], [-22.36254, 10.66361, 1.77021], [-23.55750, 7.90873, 0.40575], [-19.77912, 2.01181, 2.06132], [-21.26660, 2.16516, 2.29287], [-21.98484, 2.58849, 1.16803], [-19.24343, 3.20971, 1.50161], [-19.55305, 1.12194, 1.41079], [-19.28796, 1.98675, 3.03683], [-21.41242, 2.94797, 3.04595], [-21.70869, 1.24737, 2.56426], [-21.69175, 3.48400, 0.93198], [-19.45763, 3.22638, 0.53145], [-22.37286, 11.83497, 4.51568], [-23.44307, 12.87205, 4.55065], [-22.92749, 14.02668, 3.83477], [-22.00451, 11.61615, 3.17490], [-22.74988, 10.92645, 4.94333], [-21.51122, 12.18656, 5.08464], [-23.68716, 13.04612, 5.57719], [-24.37141, 12.56786, 4.06441], [-23.69068, 14.53832, 3.57175], [-21.81140, 12.49894, 2.81423], [-25.46241, 4.84519, 1.90841], [-25.39752, 5.59690, 3.29399], [-26.55155, 6.35353, 3.49676], [-26.04615, 3.92620, 1.99095], [-24.42539, 4.44875, 1.71581], [-25.82603, 5.48691, 1.10774], [-24.51425, 6.23652, 3.33363], [-25.24340, 4.92562, 4.14060], [-26.75576, 6.55263, 4.40517], [-23.98467, 0.95275, 11.95557], [-24.27128, 2.02636, 10.89161], [-23.23510, 3.05663, 10.80409], [-24.87311, 0.34176, 12.11662], [-23.68785, 1.47347, 12.83851], [-23.17351, 0.28371, 11.60801], [-25.14955, 2.53799, 11.14508], [-24.46378, 1.48209, 9.92196], [-23.22369, 3.26303, 9.84275], [-21.58901, 8.17313, 6.19717], [-20.24233, 8.56790, 5.60813], [-20.01447, 7.79462, 4.44260], [-21.60926, 7.08779, 6.33678], [-22.37093, 8.33309, 5.48761], [-21.78212, 8.69192, 7.16285], [-19.44007, 8.44278, 6.33890], [-20.24739, 9.65360, 5.39081], [-19.46529, 8.21876, 3.74826], [-30.64440, 4.45741, 1.20295], [-29.20323, 4.23738, 1.47042], [-29.06473, 3.18876, 2.46397], [-31.13443, 3.51525, 0.97193], [-30.78142, 5.05522, 0.35118], [-31.05887, 5.00727, 2.06244], [-28.77797, 5.19379, 1.90623], [-28.58804, 3.89748, 0.60310], [-28.54532, 2.46597, 2.09771]], "forces_ev_per_angstrom": [[0.715, 0.340, -0.806], [-2.044, -0.578, -0.861], [1.101, -0.313, 0.629], [-0.749, 0.302, 0.631], [0.764, -0.294, 0.052], [-0.136, 0.033, -0.229], [0.194, -0.629, 0.059], [0.607, 0.703, 0.792], [-0.521, 0.079, -0.032], [-0.235, 0.386, -0.331], [0.818, 0.450, 0.464], [0.926, -0.837, 0.467], [-0.271, 0.784, -0.758], [-0.609, 0.075, -1.233], [-0.151, 0.190, -0.094], [-0.492, -0.848, 0.135], [-0.525, 1.454, -0.400], [0.306, -1.285, 0.451], [0.085, 0.024, 0.146], [-0.036, 0.194, 0.848], [-1.543, 1.014, 0.853], [-1.310, -0.738, -0.888], [1.294, 0.393, -1.207], [1.001, -0.117, -0.955], [1.057, -0.216, 0.077], [-0.012, -0.054, 0.697], [1.020, -0.421, -0.423], [-0.111, 0.507, 0.257], [-0.874, -0.653, 1.476], [-0.548, 0.141, 0.114], [0.477, 0.368, -0.801], [0.720, 0.250, 1.020], [-0.612, -0.291, 0.031], [0.568, -0.971, 0.861], [-0.364, 0.344, -0.439], [-0.337, 0.178, 0.149], [-0.261, 0.122, -0.457], [0.244, -0.159, 0.329], [-0.275, -0.085, -0.063], [-0.323, 0.252, -0.185], [-0.793, -1.208, 1.722], [1.715, -0.636, 1.972], [0.011, -0.254, -0.749], [0.067, 0.271, 0.609], [0.676, 0.257, -0.399], [-1.177, 1.545, -1.582], [-0.597, 0.360, -1.442], [-0.218, -0.014, -0.303], [0.219, -0.113, 0.364], [0.142, -0.292, -0.271], [-1.515, 0.494, 0.285], [1.026, 0.502, -1.883], [-0.724, 0.175, 1.967], [0.297, 0.330, 0.496], [0.448, -0.369, -0.347], [0.169, -0.786, -0.066], [-0.111, -0.135, -0.072], [-0.113, -0.437, 0.240], [0.129, -0.017, -0.209], [0.347, 0.159, -0.513], [0.310, 0.606, -1.114], [2.074, -1.027, -0.864], [-1.407, 0.748, -0.615], [-1.687, -0.208, 1.046], [-0.388, -0.241, 0.499], [0.204, 0.088, 0.111], [-0.459, 0.702, 0.679], [-0.737, 0.163, 0.319], [1.090, -0.769, 0.687], [0.874, -0.438, -0.495], [-0.738, 1.311, 0.835], [1.018, 0.248, 1.464], [0.213, 0.140, -0.733], [-0.563, 0.263, -1.045], [0.055, -0.305, -0.473], [0.481, -0.489, -0.153], [-0.685, -0.157, 0.173], [-0.588, -0.169, -0.725], [-0.059, -0.685, -0.171], [0.809, -0.341, 0.849], [0.499, -1.188, 0.918], [-0.448, 0.095, -0.122], [-0.094, 0.313, 1.071], [-1.201, 0.199, -0.366], [-0.041, -0.127, -1.144], [0.973, 0.415, 0.064], [-0.072, 0.266, 0.012], [0.138, 0.114, -0.387], [0.257, 0.413, -0.312], [0.037, 0.005, -0.036], [-1.870, 0.975, -0.150], [-1.096, -1.003, -0.190], [-0.020, 0.642, 0.565], [-0.382, 0.500, -0.530], [0.371, -0.366, 0.034], [0.527, -0.066, 0.343], [0.529, -0.132, 0.069], [0.629, 0.566, 0.121], [0.465, -0.704, -0.849], [0.795, -0.638, 0.489], [-0.509, -0.266, 0.982], [0.115, 0.683, 0.588], [-0.325, -1.057, 0.257], [0.412, 0.605, 0.142], [-0.067, -0.104, -0.749], [-0.320, -0.309, -0.116], [1.138, -0.140, -0.808], [-0.059, -0.150, -0.175], [-0.287, 0.359, -0.102], [-0.299, 0.355, 0.113], [-0.975, -0.917, -1.260], [-1.884, -0.051, -0.996], [0.944, 0.798, 0.404], [1.196, 0.432, -0.055], [1.036, -0.025, 1.342], [0.446, 0.423, -0.174], [0.189, 0.316, 0.202], [0.475, -0.149, 0.203], [-0.070, -0.356, -0.077], [-1.042, -0.369, 0.924], [1.218, -0.026, -0.317], [-0.098, -0.913, 0.800], [0.477, 0.965, -1.666], [-0.145, -1.584, 1.720], [-2.052, 1.069, -0.470], [0.607, 0.287, 0.187], [0.063, -0.325, -0.292], [0.198, 0.115, 0.736], [0.297, -0.409, 0.134], [-0.153, 0.751, -0.827], [1.737, -0.503, 0.396], [-1.130, 1.363, -0.919], [-0.038, 0.763, 0.710], [-0.616, -0.617, -1.639], [-0.535, -0.412, 1.019], [-0.120, 0.262, -0.489], [0.221, -0.882, -0.126], [0.232, -0.623, -0.369], [-0.097, 0.013, 0.389], [0.340, 0.725, 1.187], [-0.074, 0.570, 1.498], [0.850, 1.124, -0.864], [2.083, -0.004, -0.344], [0.655, 0.303, -0.349], [-0.310, -0.297, -0.302], [0.081, -0.164, -0.220], [-0.823, -0.182, 0.504], [0.035, -0.601, 0.392], [-1.993, -0.645, 0.068], [-0.407, 0.073, 0.295], [1.963, 0.480, 0.284], [1.417, -0.489, -1.723], [0.531, 1.479, 1.006], [-1.373, -0.766, -1.224], [0.158, -0.067, 0.288], [-0.505, 0.198, 0.570], [-0.626, -1.447, -0.051], [-0.315, -0.121, 0.975], [-0.714, -0.091, -0.137], [-0.526, 0.814, -0.135], [-2.044, 0.299, 1.070], [0.915, 0.295, -1.038], [-0.063, -0.924, 0.257], [0.004, 2.202, -0.213], [0.445, 0.390, -0.942], [1.464, -0.632, 0.309], [0.123, 0.167, 0.864], [-0.714, -0.557, -0.765], [-0.185, -0.067, 0.273], [-0.088, -1.043, 0.148], [0.264, 0.205, -0.654], [0.423, 1.221, 0.523], [-0.261, 0.158, -1.398], [-0.273, -0.099, -1.425], [-0.029, 0.675, 0.697], [-0.046, -0.745, -0.058], [0.043, -0.399, 0.366], [-0.453, -1.098, 0.780], [-0.192, 0.078, -0.258], [0.167, -0.088, 0.968], [-0.126, 0.520, -0.313], [-0.240, 0.546, -0.677], [-0.065, -0.562, 0.745], [0.639, 0.038, -0.510], [-0.063, -0.613, 0.159], [0.112, -0.037, 0.146], [-0.156, 0.658, 0.769], [0.115, -0.423, -0.060], [-0.070, 0.290, -0.147], [-0.116, -0.238, 0.079], [1.276, -0.456, 1.710], [0.495, -0.585, -0.604], [-1.017, 0.096, -1.461], [-0.480, 0.251, -0.017], [-0.767, 0.703, -0.178], [0.140, 0.013, 0.030], [0.128, 0.270, -0.346], [-0.200, -0.545, -0.161], [0.383, 0.091, 0.600], [0.540, 0.221, -1.455], [1.110, -1.044, -0.586], [-0.861, -1.236, -0.695], [-0.022, 0.129, 0.118], [0.197, 0.023, 0.893], [-0.302, 0.392, 0.322], [-1.594, 0.624, 0.376], [0.466, 0.856, 0.591], [0.516, 0.125, 0.555], [0.757, -0.394, 0.567], [-0.180, 0.966, 0.206], [0.253, -0.074, -0.548], [0.114, 0.044, 0.394], [-0.518, 0.564, -0.437], [0.046, -0.374, -0.693], [0.066, -0.296, 0.013], [-0.031, -0.407, -0.241], [-0.172, 0.191, 0.470], [-0.332, -0.319, 0.677], [1.768, 0.206, 0.473], [-0.192, 0.234, -0.222], [-0.282, -0.104, 0.412], [-0.072, 1.120, -1.246], [-0.226, -0.623, -0.258], [-0.166, -1.193, -0.579], [-0.610, 0.580, 0.287], [0.238, -0.171, -0.073]]}